No. 1
{
  "formula": "C5H11NO",
  "method": "the ωB97M-V functional and the def2-TZVPD basis",
  "symbols": ["C", "N", "C", "O", "C", "C", "C", "H", "H", "H", "H", "H", "H", "H", "H", "H", "H", "H"],
  "xyz": [[-0.79676, 0.51349, -2.70264], [-0.21773, -0.11895, -1.53879], [-0.04986, 0.49829, -0.33711], [-0.28063, 1.68253, -0.14512], [0.38887, -0.43958, 0.78675], [1.60252, 0.12890, 1.51695], [-0.81823, -0.62506, 1.71189], [-1.69582, -0.02386, -3.02596], [-0.08743, 0.54652, -3.53702], [-1.07060, 1.53340, -2.42867], [0.01702, -1.09615, -1.58418], [0.65775, -1.41876, 0.36497], [1.40107, 1.15820, 1.82710], [2.48531, 0.13416, 0.86767], [1.83679, -0.47130, 2.40316], [-0.56615, -1.26015, 2.56750], [-1.15397, 0.34950, 2.07957], [-1.65217, -1.09116, 1.17395]],
  "forces_ev_per_a": [[-0.06, 0.11, -0.12], [0.05, -0.07, 0.09], [-0.04, 0.04, -0.01], [0.07, -0.38, -0.13], [0.03, -0.04, 0.02], [0.05, 0.06, 0.03], [-0.07, 0.01, 0.05], [0.13, 0.11, 0.04], [-0.09, 0.02, 0.13], [0.05, -0.13, -0.03], [-0.06, 0.08, -0.04], [-0.05, 0.16, 0.02], [0.02, -0.13, 0.00], [-0.13, 0.03, 0.10], [-0.05, 0.09, -0.13], [0.00, 0.09, -0.12], [0.06, -0.14, -0.01], [0.10, 0.08, 0.10]],
  "total_charge": 0,
  "gap_ev": 10.5249,
  "homo_ev": -9.6,
  "e_above_lowest_kj_mol": 8.7,
  "total_energy_ev": -8901.607
}

No. 2
{
  "formula": "C5H11NO",
  "method": "the ωB97M-V functional and the def2-TZVPD basis",
  "symbols": ["C", "C", "C", "C", "C", "N", "H", "H", "H", "H", "H", "H", "H", "H", "H", "O", "H", "H"],
  "xyz": [[1.10346, 2.22023, -2.41501], [1.36851, 1.76488, -1.19603], [0.30594, 1.34613, -0.21895], [0.25395, -0.13503, 0.02189], [-0.82113, -0.86532, -0.27853], [-0.83139, -2.23678, -0.55800], [1.83952, 2.35575, -3.19060], [0.05539, 2.27452, -2.69520], [2.41781, 1.63676, -0.95050], [-0.65464, 1.64939, -0.66529], [0.39447, 1.96097, 0.69212], [1.15084, -0.60496, 0.42538], [-1.76018, -0.33986, -0.46127], [-1.69417, -2.57532, -0.94795], [-0.44028, -2.88647, 0.10407], [-0.90327, -1.37743, 3.60276], [-1.29280, -2.25265, 3.47945], [-0.14895, -1.38933, 3.00420]],
  "forces_ev_per_a": [[-0.72, -0.69, 0.26], [0.47, -0.15, -0.60], [-0.76, 0.90, 0.38], [0.13, -0.02, 0.50], [0.35, 0.31, -0.56], [-0.39, -0.21, 0.32], [0.20, 0.33, 0.11], [0.06, 0.24, -0.25], [-0.01, -0.12, 0.37], [0.16, -0.09, 0.16], [0.15, -0.34, -0.01], [0.09, -0.11, -0.51], [0.22, -0.14, -0.44], [-0.10, -0.03, 0.24], [0.17, 0.09, 0.04], [0.01, -0.37, -0.12], [-0.04, 0.19, 0.12], [0.01, 0.21, -0.03]],
  "total_charge": 0,
  "gap_ev": 8.9312,
  "homo_ev": -8.2,
  "e_above_lowest_kj_mol": 230.3,
  "total_energy_ev": -8899.310
}

No. 3
{
  "formula": "C5H11NO",
  "method": "the ωB97M-V functional and the def2-TZVPD basis",
  "symbols": ["C", "N", "C", "C", "C", "C", "O", "H", "H", "H", "H", "H", "H", "H", "H", "H", "H", "H"],
  "xyz": [[1.56924, 1.88786, -0.87565], [1.16942, 1.03999, 0.23228], [-0.24869, 0.85795, 0.52597], [-0.71247, -0.24806, -0.46679], [-0.35398, -1.62267, 0.18522], [-1.59413, -2.20647, 0.79044], [-1.68469, -2.40068, 1.98712], [1.32460, 2.95430, -0.85038], [2.68027, 1.80556, -1.03933], [1.21097, 1.56484, -1.86572], [1.74491, 1.28507, 1.02268], [-0.72187, 1.81987, 0.30839], [-0.50851, 0.46486, 1.50756], [-1.77953, -0.21427, -0.56552], [-0.09983, -0.22170, -1.37240], [0.53566, -1.60221, 0.79722], [-0.14009, -2.45012, -0.53017], [-2.39126, -2.71410, 0.20908]],
  "forces_ev_per_a": [[1.00, -0.29, -1.23], [1.02, -0.16, 0.69], [0.26, -0.09, -2.16], [1.47, -0.77, 1.08], [-1.16, -0.75, -1.74], [0.75, -1.32, 2.48], [-0.25, 0.45, -0.13], [-0.18, 0.12, 0.52], [-0.93, 0.14, 0.58], [-0.39, -0.31, 0.45], [-0.25, -0.06, 0.26], [-0.67, -0.13, 0.31], [0.55, 0.54, 0.31], [-0.56, 0.15, -0.80], [-0.79, 0.57, -0.19], [-0.20, 0.27, 0.72], [0.13, 0.85, -0.37], [0.22, 0.79, -0.78]],
  "total_charge": 0,
  "gap_ev": 9.8692,
  "homo_ev": -8.9,
  "e_above_lowest_kj_mol": 213.6,
  "total_energy_ev": -8899.484
}

No. 4
{
  "formula": "C5H11NO",
  "method": "the ωB97M-V functional and the def2-TZVPD basis",
  "symbols": ["C", "C", "C", "N", "C", "C", "O", "H", "H", "H", "H", "H", "H", "H", "H", "H", "H", "H"],
  "xyz": [[2.22047, 0.05891, -1.37762], [1.34418, -0.87589, -0.57605], [1.24368, -0.41877, 0.83944], [0.04790, 0.18725, 0.24291], [-1.18639, -0.47140, 0.72844], [-2.37345, 0.28017, 0.14686], [-2.33033, 1.63699, 0.51876], [1.96558, 0.06451, -2.44123], [3.22946, -0.37074, -1.28914], [2.27322, 1.09221, -1.00473], [0.09976, -0.39182, -0.78875], [1.94857, 0.34023, 1.18880], [1.03406, -1.17023, 1.60439], [-1.20175, -1.54111, 0.46903], [-1.19474, -0.37717, 1.81968], [-2.38644, 0.16303, -0.95058], [-3.30957, -0.13408, 0.53460], [-1.42421, 1.92790, 0.33518]],
  "forces_ev_per_a": [[-0.04, 0.01, -0.08], [0.33, 0.08, 0.06], [0.11, -0.06, 0.15], [-0.05, -0.02, -0.02], [-0.10, -0.04, 0.07], [-0.08, -0.39, -0.07], [0.19, 0.19, -0.07], [0.04, -0.01, 0.16], [-0.13, 0.03, 0.01], [-0.04, -0.15, 0.00], [-0.20, 0.11, -0.06], [-0.06, -0.14, -0.08], [0.01, 0.10, -0.14], [0.00, 0.16, 0.03], [0.02, 0.00, -0.12], [0.01, 0.04, 0.16], [0.14, 0.03, -0.06], [-0.17, 0.05, 0.06]],
  "total_charge": 0,
  "gap_ev": 9.8246,
  "homo_ev": -8.7,
  "e_above_lowest_kj_mol": 506.2,
  "total_energy_ev": -8896.451
}

No. 5
{
  "formula": "C5H11NO",
  "method": "the ωB97M-V functional and the def2-TZVPD basis",
  "symbols": ["C", "N", "C", "C", "C", "C", "H", "H", "H", "H", "H", "H", "H", "H", "H", "O", "H", "H"],
  "xyz": [[-1.15845, -0.33722, -2.06542], [-0.80007, -0.26390, -0.86066], [0.54113, -0.44446, -0.49083], [1.17230, -1.57506, -0.76101], [1.08313, 0.61031, 0.40895], [0.96824, 0.19150, 1.90385], [-2.21273, -0.14744, -2.28144], [-0.41904, -0.50665, -2.85706], [2.20714, -1.75184, -0.47488], [0.79750, -2.42133, -1.31795], [2.14571, 0.69456, 0.18290], [0.61025, 1.58158, 0.28819], [0.48451, 0.96588, 2.50179], [0.30416, -0.66046, 1.98575], [1.93278, -0.10867, 2.29764], [-2.94288, 1.43466, 0.49095], [-2.39437, 0.73760, 0.09466], [-2.31933, 2.00093, 0.95458]],
  "forces_ev_per_a": [[0.10, 0.28, 0.00], [-0.53, 0.27, 0.33], [-0.51, -0.34, -0.17], [1.24, -0.66, -0.41], [0.70, -0.12, 0.87], [-0.64, 0.03, -0.39], [0.25, -0.24, -0.26], [-0.29, -0.05, -0.09], [-0.13, 0.37, 0.28], [-0.63, 0.22, -0.06], [-0.02, 0.32, -0.11], [-0.06, -0.05, -0.40], [0.46, 0.10, 0.10], [-0.08, -0.28, 0.02], [0.05, 0.16, 0.23], [-0.05, -0.08, -0.08], [0.14, 0.11, 0.16], [-0.01, -0.04, -0.03]],
  "total_charge": 0,
  "gap_ev": 10.2204,
  "homo_ev": -9.3,
  "e_above_lowest_kj_mol": 200.4,
  "total_energy_ev": -8899.621
}

No. 6
{
  "formula": "C5H11NO",
  "method": "the ωB97M-V functional and the def2-TZVPD basis",
  "symbols": ["C", "N", "C", "O", "C", "C", "C", "H", "H", "H", "H", "H", "H", "H", "H", "H", "H", "H"],
  "xyz": [[-1.02791, -1.10608, 2.50069], [-0.78596, -1.10659, 1.03965], [-0.23042, 0.04041, 0.47539], [-0.09383, 1.05531, 1.12877], [0.31076, 0.01312, -0.97895], [-0.38435, 1.08567, -1.83746], [1.82541, 0.32333, -0.93219], [-0.74405, -2.06408, 2.96041], [-2.08253, -0.91858, 2.71261], [-0.44583, -0.31661, 2.99577], [-1.58050, -1.43114, 0.49011], [0.18180, -0.96830, -1.45820], [-0.26894, 2.07735, -1.38669], [-1.45477, 0.89288, -1.96611], [0.05980, 1.13083, -2.84037], [2.24317, 0.38016, -1.94585], [2.01040, 1.29040, -0.45171], [2.39353, -0.44008, -0.39082]],
  "forces_ev_per_a": [[-0.08, 0.14, -0.08], [-0.09, 0.06, 0.06], [0.14, 0.57, -0.01], [0.34, -0.09, -0.08], [0.00, 0.11, -0.06], [-0.08, 0.05, -0.01], [0.05, -0.03, 0.03], [-0.09, 0.18, -0.42], [0.04, 0.02, 0.09], [-0.18, -0.22, -0.44], [0.55, -0.37, 0.09], [-0.14, 0.13, 0.34], [-0.02, -0.21, 0.03], [0.11, -0.01, 0.08], [-0.03, -0.12, 0.23], [-0.22, -0.08, 0.14], [-0.16, -0.19, -0.02], [-0.15, 0.06, 0.00]],
  "total_charge": 0,
  "gap_ev": 10.5647,
  "homo_ev": -9.6,
  "e_above_lowest_kj_mol": 47.9,
  "total_energy_ev": -8901.201
}

No. 7
{
  "formula": "C5H11NO",
  "method": "the ωB97M-V functional and the def2-TZVPD basis",
  "symbols": ["C", "C", "C", "C", "N", "C", "O", "H", "H", "H", "H", "H", "H", "H", "H", "H", "H", "H"],
  "xyz": [[2.54670, -1.28572, 0.71261], [1.73629, -0.22136, 0.52560], [0.25959, -0.31751, 0.57213], [-0.33697, 0.71011, -0.41306], [-0.75438, 1.88709, 0.17265], [-1.53975, -0.03035, -1.15981], [-2.02221, -0.92365, -0.19212], [3.60639, -1.03030, 0.73305], [2.29943, -2.31391, 0.67431], [2.23186, 0.80817, 0.64966], [0.03419, -0.03548, 1.60677], [0.01626, -1.30508, 0.60687], [0.30408, 0.96432, -1.36635], [-1.54038, 2.42975, -0.21277], [-0.43831, 2.01752, 1.11422], [-2.35740, 0.65855, -1.34620], [-1.30028, -0.56586, -2.13423], [-2.74512, -1.44630, -0.54331]],
  "forces_ev_per_a": [[0.65, 2.58, -0.95], [2.01, -0.24, 1.57], [2.17, 3.86, 0.49], [-0.91, -2.50, -4.53], [-0.82, 1.87, 0.93], [0.30, -0.08, 0.28], [-0.77, -1.06, 0.33], [-0.06, -0.45, 0.21], [-0.59, -0.77, 0.06], [-0.89, -1.50, -0.59], [-0.46, 0.50, -0.09], [-1.21, -2.60, -1.04], [-0.01, -0.74, 1.92], [0.96, -0.65, 0.70], [-0.52, 0.46, 0.10], [0.07, 0.64, -0.47], [0.24, 0.67, 1.14], [-0.16, 0.00, -0.07]],
  "total_charge": 0,
  "gap_ev": 9.3693,
  "homo_ev": -8.5,
  "e_above_lowest_kj_mol": 304.0,
  "total_energy_ev": -8898.547
}

No. 8
{
  "formula": "C5H11NO",
  "method": "the ωB97M-V functional and the def2-TZVPD basis",
  "symbols": ["C", "C", "C", "C", "N", "C", "O", "H", "H", "H", "H", "H", "H", "H", "H", "H", "H", "H"],
  "xyz": [[-0.59133, 1.01160, 0.40121], [-1.75900, 0.32153, 1.04305], [0.49869, -1.71106, -1.79194], [0.53793, 0.24037, -0.20673], [0.75679, 1.25722, 1.35459], [0.44070, -1.11469, -0.42349], [1.33847, 1.05980, -1.02787], [2.14171, 1.24127, -0.51736], [-0.80751, 1.97752, -0.05715], [0.84001, 2.21741, 1.66695], [0.87921, 0.55502, 2.07521], [0.30136, -1.80326, 0.39844], [-2.08894, 0.88200, 1.92101], [-2.57931, 0.23406, 0.32984], [-1.51107, -0.68045, 1.38887], [0.55091, -0.92025, -2.54437], [1.35984, -2.37283, -1.94815], [-0.30846, -2.39525, -2.06210]],
  "forces_ev_per_a": [[3.96, -0.02, 2.74], [0.20, 0.08, 0.34], [2.07, -0.41, -0.59], [-2.42, -0.75, -3.94], [-1.71, 1.10, 1.27], [0.45, 0.06, 0.14], [-0.59, -0.53, -0.56], [-0.41, -0.27, -0.22], [0.29, -0.31, -0.11], [0.07, 0.00, 0.50], [-0.44, 0.34, 0.21], [-1.17, 0.19, 0.15], [-0.15, 0.10, -0.18], [0.00, 0.04, 0.02], [0.12, -0.03, -0.15], [-0.02, -0.17, 0.01], [0.32, 0.14, -0.17], [-0.57, 0.43, 0.54]],
  "total_charge": 0,
  "gap_ev": 7.4910,
  "homo_ev": -6.6,
  "e_above_lowest_kj_mol": 477.0,
  "total_energy_ev": -8896.753
}

Number 4 is which compound? C5H11NO